93
Properties=species:S:1:pos:R:3 method="wB97M-V/def2-TZVPD" total_energy_ha=-4563.61302 spin_multiplicity=5 molar_mass_g_mol=791.61 e_lumo_ha="-0.03107 / -0.01682" e_homo_ev="-8.09 / -8.00" de_lowest_ev=0.000 homo_lumo_gap_ev="7.24 / 7.54"
Fe -0.801 0.881 -2.942
S -0.506 -1.505 -3.347
S -3.176 0.035 -1.956
S -0.656 2.787 -1.494
O 3.409 0.452 -3.507
O -2.719 2.231 -6.303
O 2.073 1.708 -8.370
O -2.194 1.689 -4.182
O 1.377 0.687 -2.579
N -1.597 1.066 1.408
N -0.602 -1.854 0.559
N 0.541 0.858 -0.231
N 1.496 0.155 0.346
N 0.244 1.223 -4.764
N -0.573 -1.386 -0.704
N -1.878 0.581 0.200
C -2.589 1.403 2.182
C -1.312 3.260 3.221
C 2.207 0.669 -3.553
C -1.945 1.876 -5.435
C 3.733 -1.402 0.623
C -3.935 1.197 1.771
C 1.551 1.020 -4.881
C 1.436 1.562 -7.186
C -4.217 0.714 0.531
C -1.383 1.018 4.325
C -1.410 -4.741 2.327
C -0.358 -3.108 0.772
C -0.374 -2.145 -1.796
C 0.219 -4.409 -2.758
C 1.012 -4.121 2.574
C -0.068 -3.534 -1.583
C -3.411 2.477 4.318
C -0.386 -3.604 2.208
C 1.642 2.917 0.080
C 0.576 2.171 -0.471
C -0.769 -2.476 3.160
C -0.054 -3.985 -0.307
C 3.251 -0.351 2.849
C -0.486 1.618 -5.796
C 3.641 -0.078 1.389
C 5.001 0.621 1.334
C 2.632 2.198 0.687
C 2.199 1.174 -6.085
C -3.105 0.444 -0.322
C -2.189 2.036 3.513
C 1.680 4.400 -0.086
C 0.070 1.800 -7.044
C 2.556 0.790 0.771
C -5.602 0.507 0.018
B -0.722 0.139 -0.712
H -1.071 1.460 5.274
H 4.001 -0.986 3.326
H -0.632 -4.419 -3.440
H -5.754 1.081 -0.898
H 1.066 -4.016 -3.322
H -0.495 0.710 3.774
H 2.286 -0.860 2.893
H 3.176 0.577 3.420
H 0.181 -5.022 -0.105
H 1.020 -4.467 3.609
H -1.431 -5.113 3.353
H 1.443 1.986 -9.044
H -0.063 -1.649 3.095
H 5.253 0.912 0.312
H -4.746 1.453 2.438
H -0.777 -2.854 4.185
H 1.676 4.658 -1.147
H -0.421 2.969 2.664
H 5.772 -0.064 1.690
H -5.754 -0.541 -0.246
H 3.499 2.715 1.075
H -2.410 -4.390 2.069
H -3.080 2.954 5.241
H -1.977 0.127 4.542
H -4.018 3.200 3.769
H 0.791 4.856 0.354
H 5.039 1.506 1.971
H -1.002 3.726 4.158
H 1.316 -4.957 1.941
H -6.343 0.801 0.760
H -1.165 -5.581 1.674
H -1.857 4.001 2.632
H 3.264 1.006 -6.163
H -0.557 2.126 -7.865
H 2.567 4.823 0.382
H 2.788 -1.941 0.656
H -4.043 1.630 4.595
H 0.437 -5.426 -2.438
H 1.757 -3.329 2.473
H 4.511 -2.025 1.070
H -1.758 -2.079 2.926
H 3.982 -1.226 -0.425

=====

88
Properties=species:S:1:pos:R:3 method="wB97M-V/def2-TZVPD" total_energy_ha=-2314.90765 spin_multiplicity=2 molar_mass_g_mol=805.86 e_lumo_ha="0.00274 / -0.00573" e_homo_ev="-6.56 / -6.49" de_lowest_ev=2.276 homo_lumo_gap_ev="6.63 / 6.33"
Re -0.080 0.090 0.050
S 2.642 -3.193 0.187
N -1.214 -1.449 1.035
N 4.687 -3.049 1.921
N 1.528 0.795 -1.229
N -0.894 1.500 -1.367
N -2.825 1.027 1.703
N -1.672 1.354 1.093
N -2.504 -1.482 1.409
N -1.529 -0.959 -1.721
N 2.824 -4.194 2.648
C 1.989 3.850 -3.268
C 3.787 0.852 -1.990
C -4.552 1.822 -2.122
C -0.064 2.391 -1.957
C 3.608 2.085 -2.550
C 0.681 4.237 -3.340
C -2.932 -2.670 -2.620
C 2.706 0.872 3.313
C 1.329 0.313 2.937
C -1.712 -2.200 -2.089
C 5.699 -4.075 2.162
C -4.846 0.524 -2.417
C -2.951 -2.740 1.367
C -0.356 3.512 -2.713
C -3.511 2.139 1.993
C -1.923 -3.572 0.963
C 1.260 0.124 1.423
C -3.238 2.226 -1.773
C -3.825 -0.459 -2.336
C 2.320 2.662 -2.566
C -2.235 1.299 -1.666
C -1.642 2.684 0.999
C 3.275 -4.107 4.032
C -2.787 3.234 1.563
C 2.715 0.224 -1.338
C 1.302 1.972 -1.892
C 5.197 -1.956 1.108
C -0.847 -2.711 0.771
C -2.552 -0.074 -1.894
C 3.404 -3.504 1.645
C 0.253 1.247 3.486
C -3.991 -1.814 -2.703
C 1.158 -1.073 3.586
C 1.517 -4.809 2.495
B -3.260 -0.375 2.183
H 5.293 -4.895 2.747
H 4.436 -1.186 1.010
H 3.502 0.176 3.032
H 2.771 1.049 4.391
H 0.732 -4.142 2.863
H 0.165 -2.927 0.467
H 0.422 5.121 -3.909
H -3.038 3.265 -1.556
H 6.069 -4.479 1.212
H 5.492 -2.287 0.106
H -1.381 3.823 -2.848
H -5.844 0.229 -2.715
H 0.406 1.398 4.559
H 6.066 -1.536 1.617
H 1.495 -5.738 3.067
H -1.950 -4.640 0.828
H 1.328 -5.023 1.448
H -3.966 -2.960 1.655
H 2.294 -0.005 1.061
H -0.741 0.829 3.334
H -4.953 -2.149 -3.074
H 6.537 -3.637 2.703
H -0.874 -2.875 -1.960
H 0.298 2.218 2.989
H 3.662 -5.066 4.385
H -5.331 2.573 -2.171
H 1.287 -1.007 4.671
H -4.441 -0.519 1.976
H 2.882 1.822 2.801
H 2.830 -0.759 -0.898
H 4.431 2.612 -3.018
H 1.898 -1.771 3.184
H -4.462 2.076 2.495
H 2.771 4.403 -3.772
H 0.162 -1.465 3.372
H -3.052 4.274 1.653
H 4.045 -3.348 4.128
H 2.427 -3.828 4.659
H -3.017 -3.703 -2.929
H -2.985 -0.492 3.362
H -0.812 3.176 0.521
H 4.745 0.352 -2.027

=====

87
Properties=species:S:1:pos:R:3 method="wB97M-V/def2-TZVPD" total_energy_ha=-2876.77677 molar_mass_g_mol=736.37 e_lumo_ha="-0.03862 / -0.03864" e_homo_ev="-6.51 / -6.51" de_lowest_ev=7.212 homo_lumo_gap_ev="5.46 / 5.46"
Sr 0.595 -0.664 -2.959
S 2.701 -0.512 -0.909
P -1.835 -4.729 -4.539
P -3.307 -1.063 -5.704
O 3.900 -1.244 -0.567
O 2.704 0.138 -2.291
O 1.377 -1.271 -0.849
N -3.607 -5.341 -3.847
N -1.381 -6.292 -5.180
N -3.444 -1.037 -7.565
N -4.939 -0.532 -5.339
C -2.904 -1.451 -1.396
C -2.643 -0.284 -8.444
C 0.715 1.494 -1.726
C -5.701 -6.075 -3.290
C -4.257 -1.308 -9.684
C 3.987 2.300 1.984
C -6.665 0.758 -4.588
C -1.623 -8.307 -6.176
C 2.757 0.755 0.493
C 3.087 2.075 3.055
C 1.945 1.319 2.723
C -6.137 -1.095 -5.808
C -0.229 -6.515 -5.972
C -2.334 -1.946 1.657
C 3.808 1.676 0.724
C -4.551 -0.187 0.056
C -3.286 -0.938 2.199
C -5.282 0.607 -4.573
C -2.529 -3.836 -5.998
C 3.353 2.667 4.446
C -4.242 -0.729 -1.142
C -3.123 -0.429 -9.753
C -2.660 -2.972 0.825
C -3.954 -4.846 -2.595
C -5.202 -5.312 -2.195
C -3.671 -2.904 -5.545
C -2.177 -7.446 -5.244
C 1.767 0.706 1.473
C -4.752 -5.985 -4.323
C -4.575 -0.941 1.361
C -3.005 -2.759 -0.607
C -4.397 -1.694 -8.351
C -7.202 -0.309 -5.394
C -0.381 -7.736 -6.613
H -3.915 -3.034 -4.475
H 0.886 2.116 -2.633
H -2.725 0.028 -10.656
H -2.058 -9.234 -6.507
H -2.636 -4.060 1.075
H -4.607 -3.138 -6.090
H -3.528 -1.189 3.248
H -2.904 -4.615 -6.708
H -1.811 0.301 -8.070
H -2.784 0.045 2.287
H 2.542 2.426 5.147
H 0.570 -5.787 -5.974
H -1.983 -0.910 -1.060
H -5.652 -5.150 -1.219
H 4.523 1.944 -0.073
H -4.857 0.876 0.146
H -1.762 -3.264 -6.559
H -6.163 -2.003 -6.393
H -4.769 -6.398 -5.320
H -4.517 1.237 -4.131
H 0.305 -8.187 -7.311
H -0.353 1.597 -1.435
H 4.289 2.350 4.941
H -2.357 -3.492 -1.109
H -3.043 -7.540 -4.610
H 3.420 3.766 4.406
H 4.871 2.945 2.163
H -2.794 -1.687 -2.491
H -8.229 -0.475 -5.701
H -4.825 -1.979 1.087
H 1.219 2.080 -0.945
H -5.399 -0.520 1.947
H 1.190 1.182 3.499
H 0.853 0.178 1.228
H -4.856 -0.587 -2.072
H -3.237 -4.222 -2.118
H -4.054 -3.099 -0.621
H -4.909 -1.617 -10.497
H -1.287 -1.793 1.906
H -7.243 1.540 -4.108
H -5.098 -2.394 -7.919
H -6.594 -6.682 -3.308

=====

83
Properties=species:S:1:pos:R:3 method="wB97M-V/def2-TZVPD" total_energy_ha=-2316.51197 spin_multiplicity=5 molar_mass_g_mol=669.76 charge=+2 e_lumo_ha="-0.24839 / -0.25924" e_homo_ev="-11.70 / -13.44" de_lowest_ev=0.000 homo_lumo_gap_ev="4.94 / 6.39"
Ru -0.301 1.472 -1.875
P -1.620 -0.834 0.691
P 1.948 -0.388 0.257
N 3.374 0.162 -0.555
N 2.404 -1.495 1.382
N -2.620 0.124 -0.451
N -2.788 -1.967 1.046
C -0.559 -1.805 -0.480
C 1.014 2.683 -2.675
C -3.686 -2.517 0.114
C 4.032 -2.107 2.774
C 1.495 1.017 1.224
C -1.077 2.636 -4.153
C -0.040 3.478 -3.378
C -1.640 1.451 -3.403
C -1.213 0.205 3.349
C 1.406 1.344 -2.990
C -0.981 1.012 5.614
C -2.000 1.443 -0.639
C -3.998 0.354 -0.255
C -0.384 -0.876 3.641
C 5.488 0.184 -1.418
C 3.264 -1.038 2.393
C -1.455 1.183 4.313
C -3.102 -2.420 2.326
C 1.205 0.643 -4.342
C 3.643 -3.250 1.990
C 4.437 -0.633 -1.024
C -3.005 2.395 -0.315
C -1.881 0.424 2.024
C -0.232 -0.131 5.944
C -0.954 0.112 -3.184
C -4.619 -3.236 0.833
C 3.796 1.502 -0.674
C 0.905 -1.397 -0.848
C -4.241 -3.180 2.218
C -4.247 1.711 -0.127
C 0.085 -1.062 4.947
C 0.021 -0.350 -4.232
C 2.638 -2.862 1.138
C 5.085 1.543 -1.193
H 0.378 4.253 -4.032
H 2.117 0.072 -4.586
H 5.679 2.438 -1.373
H -2.468 -2.163 3.166
H -0.577 -2.832 -0.065
H 0.703 -1.935 5.167
H 4.074 -4.237 2.058
H -2.972 0.527 2.182
H -0.536 -0.441 -5.181
H 1.050 1.352 -5.175
H -0.713 2.279 -5.113
H -1.666 -0.661 -2.862
H 1.480 -2.336 -0.935
H 2.375 1.641 1.432
H -0.536 4.050 -2.568
H 1.065 0.716 2.175
H 4.783 -2.056 3.543
H 4.384 -1.708 -1.024
H 2.025 -3.444 0.455
H -5.237 2.123 0.105
H 0.117 -0.290 6.970
H -4.744 -3.645 3.044
H -2.645 1.174 -3.727
H -0.118 -1.583 2.856
H -3.602 -2.311 -0.948
H 0.910 -0.959 -1.867
H -2.840 3.460 -0.202
H -2.084 1.799 -2.396
H -1.946 3.284 -4.328
H -4.720 -0.458 -0.291
H 2.390 1.078 -2.569
H 0.380 -1.352 -3.936
H 1.765 3.303 -2.173
H -5.480 -3.738 0.428
H -1.556 1.399 1.601
H 3.202 -0.008 2.724
H 3.144 2.312 -0.382
H 0.738 1.554 0.650
H -2.032 2.066 4.028
H 6.455 -0.129 -1.808
H -1.141 -1.903 -1.418
H -1.192 1.777 6.366

=====

80
Properties=species:S:1:pos:R:3 method="wB97M-V/def2-TZVPD" total_energy_ha=-1718.53671 molar_mass_g_mol=703.91 charge=+1 e_lumo_ha="-0.20670 / -0.19164" e_homo_ev="-10.40 / -10.50" de_lowest_ev=0.066 homo_lumo_gap_ev="4.78 / 5.28"
Pb -0.418 0.323 -0.114
O -3.064 -0.164 -4.733
O -0.101 0.334 2.336
N -1.453 1.387 -4.705
C -0.597 4.400 3.764
C -2.217 -1.739 -0.015
C 1.087 0.394 -5.418
C 2.520 -0.201 0.765
C 2.364 1.175 0.444
C 2.211 1.278 -0.971
C -1.964 -1.776 -2.609
C -0.323 -2.791 -0.824
C -0.433 2.091 5.488
C 2.189 2.247 -4.322
C 2.467 -0.944 -0.440
C -0.092 0.574 3.606
C 0.138 -0.219 5.905
C -0.434 -2.914 4.452
C -1.267 -2.669 -3.644
C 2.335 -0.139 -5.770
C 0.593 -1.861 4.036
C 1.014 1.569 -4.661
C -1.577 -0.281 -2.854
C -0.310 2.138 -4.196
C 2.265 -0.040 -1.513
C -0.184 1.051 6.385
C -0.388 1.889 4.117
C 3.509 0.515 -5.381
C -1.501 -2.103 -1.214
C -1.967 2.859 2.371
C -1.473 -2.239 1.089
C 0.211 -0.474 4.542
C 1.982 -2.290 4.506
C -0.640 3.013 3.119
C -3.486 -2.001 -2.682
C -0.314 -2.885 0.588
C -2.082 0.299 -4.164
C 3.434 1.714 -4.658
H -0.662 3.086 5.875
H 0.311 4.538 4.358
H -3.828 -1.824 -3.706
H -3.208 -1.282 0.010
H 2.758 -0.601 1.750
H -0.402 3.176 -4.551
H 2.455 2.008 1.142
H -0.476 -0.167 -2.815
H -4.032 -1.320 -2.018
H 2.375 -1.062 -6.352
H 2.245 -3.262 4.072
H -1.710 -2.482 -4.630
H 2.639 -2.015 -0.536
H -0.188 -2.469 -3.698
H -1.443 -2.621 4.145
H 2.739 -1.561 4.195
H 0.403 -3.224 -1.517
H -0.435 -3.046 5.542
H -0.236 1.236 7.459
H -1.928 1.765 -5.518
H 0.340 -1.031 6.609
H 2.176 2.202 -1.547
H 0.177 2.960 2.378
H 0.423 -3.431 1.175
H -1.470 4.557 4.410
H 0.605 -1.785 2.942
H -0.202 -3.879 3.985
H 0.167 -0.100 -5.744
H -1.427 -3.724 -3.384
H -3.712 -3.038 -2.393
H -1.802 -2.212 2.124
H -2.018 3.596 1.560
H 2.014 -2.376 5.600
H 4.483 0.100 -5.647
H -2.046 0.370 -2.078
H 4.342 2.239 -4.355
H -0.338 2.182 -3.089
H -0.614 5.168 2.982
H -2.092 1.856 1.947
H 2.104 3.196 -3.785
H -2.808 3.048 3.054
H 2.287 -0.291 -2.572